ORCA calculation (the ωB97M-V functional and the def2-TZVPD basis) on a cluster of 5 separate species, C24H56N2O5 in total at a distorted geometry.

Gap between HOMO and LUMO (spin up / spin down): 6.800 / 2.276 eV
Electronic energy: -1433.17721 Eh
Multiplicity: 2
⟨S²⟩: 0.76
Total charge: +1
Energy relative to the best compared isomer or geometry (same formula, charge and spin): 326.4 kJ/mol
Molecular weight: 452.72 Da

Last column: Mulliken charge in e.
CARTESIAN COORDINATES (ANGSTROEM)
C -5.72 -1.22 -0.77  -1.5199
C -5.74 -2.05 0.55  1.4867
C -4.77 -1.32 1.53  -0.7976
C -4.87 -1.67 3.03  -1.2225
C -6.22 -1.26 3.45  -1.1153
C -7.33 -2.00 2.70  1.3425
N -7.11 -2.12 1.23  0.3932
O -8.02 -3.04 0.63  -0.2980
C -7.50 -3.36 3.37  -1.8545
C -8.65 -1.08 2.96  -1.5595
C -5.11 -3.48 0.32  -1.7138
H -4.73 -1.08 -1.22  0.2253
H -5.89 -0.18 -0.51  0.4370
H -6.41 -1.47 -1.57  0.3839
H -3.73 -1.64 1.50  0.2072
H -4.74 -0.24 1.40  0.4442
H -4.11 -1.17 3.62  0.5333
H -4.47 -2.66 3.24  0.4237
H -6.34 -0.19 3.63  0.4374
H -6.28 -1.57 4.49  0.4827
H -8.34 -3.97 3.03  0.4866
H -6.68 -4.06 3.23  0.3890
H -7.62 -3.19 4.44  0.4708
H -9.52 -1.38 2.37  0.3732
H -8.78 -1.17 4.04  0.3902
H -8.38 -0.12 2.53  0.4541
H -5.04 -4.03 1.26  0.3960
H -4.15 -3.49 -0.20  0.3920
H -5.87 -3.96 -0.30  0.5429
H -7.54 -3.84 0.85  0.4047
C 6.86 0.74 -1.60  -1.9729
C 6.11 2.03 -1.69  1.2479
C 5.94 2.21 -3.26  -1.0682
C 5.04 3.35 -3.65  -0.7894
C 3.75 3.34 -2.93  -1.2598
C 3.66 2.97 -1.35  1.9622
N 4.70 1.95 -1.15  1.0173
O 4.61 1.46 0.10  -0.5177
C 3.88 4.28 -0.53  -1.8512
C 2.28 2.35 -1.07  -1.5942
C 6.92 3.17 -1.14  -1.7414
H 7.91 0.98 -1.77  0.5264
H 6.65 0.08 -2.45  0.3252
H 6.71 0.28 -0.63  0.3728
H 6.92 2.20 -3.74  0.4427
H 5.49 1.28 -3.64  0.2247
H 4.95 3.28 -4.73  0.4012
H 5.44 4.35 -3.46  0.3464
H 3.02 2.83 -3.56  0.3797
H 3.41 4.37 -3.06  0.3746
H 4.38 4.08 0.42  0.3370
H 4.47 5.07 -1.01  0.3147
H 2.89 4.65 -0.28  0.4894
H 2.24 1.93 -0.06  -0.3802
H 1.49 3.09 -1.20  0.6470
H 2.13 1.49 -1.72  0.2994
H 6.61 4.16 -1.49  0.2223
H 7.99 3.30 -1.27  0.4498
H 7.10 3.10 -0.06  0.4667
H 4.01 0.73 -0.09  0.1422
C -1.46 -0.76 -1.53  -1.1771
C -0.21 -1.38 -1.77  -0.0928
O 0.83 -0.87 -1.04  -0.2536
H -1.90 -1.00 -0.57  0.1178
H -2.15 -1.24 -2.22  0.3820
H -1.37 0.33 -1.58  0.3351
H -0.03 -1.06 -2.80  0.2378
H -0.31 -2.44 -1.53  0.3547
H 1.47 -1.56 -0.85  0.1701
C 1.16 1.14 3.98  -1.3538
C 0.97 1.22 2.52  0.2880
O 1.06 -0.05 1.82  -0.5417
H 0.34 0.52 4.36  0.2884
H 1.20 2.03 4.61  0.3572
H 2.09 0.61 4.17  0.3280
H 1.84 1.78 2.17  0.1450
H -0.03 1.64 2.36  0.1917
H 0.98 0.11 0.88  0.2869
C 3.92 -1.44 -2.64  -0.7551
C 4.69 -1.78 -1.30  0.1441
O 3.85 -2.85 -0.86  -0.5852
H 3.55 -2.35 -3.12  0.4863
H 4.67 -1.00 -3.30  0.2262
H 2.95 -0.98 -2.46  -0.0796
H 4.61 -0.99 -0.55  0.0031
H 5.68 -2.15 -1.57  0.3399
H 3.70 -2.59 0.05  0.3262